{"formula": "C22H27FeN3O2", "method": "ωB97M-V with the def2-TZVPD basis set", "species": ["Fe", "C", "N", "C", "C", "C", "N", "C", "C", "C", "C", "C", "C", "C", "O", "C", "C", "C", "N", "C", "C", "C", "C", "C", "C", "C", "O", "H", "H", "H", "H", "H", "H", "H", "H", "H", "H", "H", "H", "H", "H", "H", "H", "H", "H", "H", "H", "H", "H", "H", "H", "H", "C", "H", "H"], "coordinates": [[-0.15040, 1.17257, 1.62807], [-1.02868, -2.86580, -2.15651], [-0.43322, -1.65690, -1.64654], [0.79722, -1.91916, -0.90933], [0.54001, -2.17812, 0.57974], [1.50729, -1.43547, 1.50441], [1.52419, -0.01079, 1.20192], [2.62994, 0.48308, 0.79093], [2.88144, 1.82817, 0.33508], [4.19947, 2.13261, -0.04645], [4.55883, 3.35636, -0.55648], [3.55262, 4.32704, -0.70973], [2.25599, 4.06971, -0.35578], [1.84861, 2.81148, 0.19502], [0.62769, 2.62439, 0.49323], [-0.31444, -0.60588, -2.63929], [-0.12320, 0.78423, -2.03695], [-1.30952, 1.31626, -1.23414], [-1.45818, 0.68279, 0.07174], [-2.48658, -0.05815, 0.23191], [-2.84935, -0.83400, 1.39220], [-4.03523, -1.58270, 1.30696], [-4.47238, -2.39683, 2.32411], [-3.68775, -2.47479, 3.48803], [-2.52515, -1.76254, 3.61124], [-2.04301, -0.90133, 2.57391], [-0.94469, -0.28072, 2.73697], [-0.41131, -3.35714, -2.93345], [-2.00949, -2.65185, -2.58633], [-1.17092, -3.57793, -1.34133], [1.43771, -1.04426, -1.00595], [1.34993, -2.75508, -1.37120], [0.58571, -3.24482, 0.81730], [-0.47010, -1.84156, 0.80246], [2.52192, -1.84980, 1.41116], [1.16766, -1.56229, 2.53289], [3.50614, -0.17869, 0.74585], [4.95157, 1.35702, 0.07030], [5.58234, 3.56607, -0.83746], [3.80774, 5.30081, -1.11514], [1.48232, 4.81954, -0.46872], [-1.23926, -0.60690, -3.22711], [0.50722, -0.81148, -3.35347], [0.06128, 1.48071, -2.86109], [0.76563, 0.82538, -1.40582], [-2.23273, 1.19105, -1.81932], [-1.14726, 2.37972, -1.06079], [-3.19033, -0.15354, -0.60550], [-4.61545, -1.50742, 0.39125], [-5.39040, -2.96207, 2.23218], [-4.00866, -3.11060, 4.30690], [-1.92260, -1.81952, 4.50974], [-0.22810, 2.28654, 3.01621], [0.12363, 3.32737, 2.99886], [-0.63470, 2.01356, 3.99943]], "forces_ev_per_a": [[-0.029, -0.615, -0.706], [-0.004, -0.003, 0.000], [-0.005, -0.011, -0.001], [-0.002, 0.011, -0.007], [0.005, 0.004, 0.009], [0.006, 0.011, -0.005], [0.155, -0.081, -0.090], [-0.008, -0.059, 0.029], [0.011, 0.027, -0.030], [-0.009, -0.006, 0.013], [-0.003, 0.013, -0.008], [0.015, 0.000, -0.001], [-0.012, -0.013, 0.015], [0.035, 0.010, -0.027], [-0.012, 0.028, 0.010], [-0.002, 0.003, -0.007], [0.002, 0.003, 0.009], [-0.003, -0.001, 0.021], [-0.086, -0.058, -0.092], [0.001, 0.026, -0.049], [0.001, -0.018, 0.022], [0.003, 0.000, 0.004], [-0.002, 0.000, 0.001], [-0.005, -0.009, 0.006], [0.005, 0.016, -0.003], [-0.041, -0.029, -0.007], [0.026, 0.026, 0.015], [0.001, 0.000, 0.000], [0.000, 0.001, 0.000], [0.002, 0.000, 0.000], [-0.002, -0.004, 0.003], [0.002, -0.002, -0.002], [-0.001, -0.001, -0.002], [-0.001, -0.002, 0.000], [0.007, -0.007, 0.005], [0.002, 0.002, 0.000], [0.019, 0.000, 0.008], [0.000, -0.001, 0.000], [0.001, 0.000, -0.001], [0.000, 0.000, 0.000], [-0.001, 0.001, -0.001], [0.001, 0.001, 0.000], [0.004, 0.000, -0.002], [-0.001, 0.000, -0.002], [0.000, -0.001, -0.005], [-0.002, 0.001, -0.009], [-0.001, 0.000, 0.000], [-0.013, 0.002, -0.002], [0.002, 0.000, 0.000], [-0.001, 0.000, 0.000], [0.000, 0.000, 0.000], [0.000, -0.001, 0.001], [-0.051, 0.701, 0.850], [0.006, -0.002, 0.038], [-0.017, 0.036, 0.002]], "charge": -1, "multiplicity": 2, "orbital_gap_ev": [6.57, 6.50]}